A cluster of 2 separate species, C3H10NOS in total, computed with ωB97M-V/def2-TZVPD.

```
16
Properties=species:S:1:pos:R:3:nbo_charge:R:1
C 0.40 -0.89 -0.09 -0.447
C -0.02 0.57 -0.36 -0.526
S -1.07 0.88 -1.80 -0.711
C 1.68 -1.00 0.67 -0.210
N 1.71 -0.82 2.18 -0.873
H 0.67 -1.44 -1.00 0.207
H -0.46 -1.49 0.22 0.201
H 0.92 1.15 -0.31 0.158
H -0.41 1.03 0.57 0.170
H 2.42 -0.27 0.32 0.179
H 2.25 -1.93 0.59 0.170
H 2.00 0.12 2.38 0.346
H 0.83 -1.03 2.63 0.350
H -3.31 2.20 -2.50 0.476
H -3.61 1.07 -1.57 0.493
O -3.99 1.87 -1.95 -0.982
```

Calculated values
energy relative to the best compared isomer or geometry (same formula, charge and spin): 0.945 eV
charge: -1
HOMO-LUMO gap: 6.634 eV

***

A cluster of 2 separate species, C5H13NO2 in total, computed with ωB97M-V/def2-TZVPD.

```
21
Properties=species:S:1:pos:R:3:nbo_charge:R:1
O 0.63 0.41 2.69 -0.534
C 0.45 -0.46 1.87 0.422
C -0.57 -1.55 1.86 -0.519
C -0.94 -1.58 0.26 -0.412
C -1.97 -0.34 -0.03 -0.223
C -1.94 1.77 -1.49 -0.432
N -1.20 0.80 -0.68 -0.653
H 1.19 -0.37 0.99 0.124
H -0.07 -2.46 2.13 0.237
H -1.42 -1.46 2.47 0.230
H -1.42 -2.57 -0.11 0.215
H -0.16 -1.43 -0.52 0.237
H -2.58 -0.78 -1.00 0.186
H -2.65 -0.15 0.74 0.179
H -1.32 2.13 -2.41 0.208
H -2.95 1.45 -1.88 0.196
H -2.38 2.56 -0.83 0.183
H -0.81 1.38 0.09 0.356
H 7.01 1.31 -1.95 0.463
H 6.78 0.62 -0.65 0.464
O 6.33 0.73 -1.54 -0.927
```

Calculated values
energy relative to the best compared isomer or geometry (same formula, charge and spin): 3.564 eV
HOMO-LUMO gap: 10.091 eV
SMILES string: CNCCCC=O.O

***

A structure of composition H2KO, computed with ωB97M-V/def2-TZVPD.

```
4
Properties=species:S:1:pos:R:3:nbo_charge:R:1
K 0.68 -1.38 -0.79 0.986
O -0.30 0.19 -0.01 -0.999
H -0.63 0.21 0.89 0.512
H 0.25 0.98 -0.08 0.501
```

Calculated values
energy relative to the best compared isomer or geometry (same formula, charge and spin): 1.300 eV
charge: +1
HOMO-LUMO gap: 13.488 eV

***

A cluster of 2 separate species, C3H11N3O in total, computed with ωB97M-V/def2-TZVPD.

```
18
Properties=species:S:1:pos:R:3:nbo_charge:R:1
C 1.88 -0.18 1.03 -0.422
C -0.27 -1.10 1.58 -0.420
N 0.55 0.10 1.53 -0.625
H 0.11 0.78 0.91 0.350
H 2.37 -0.87 1.73 0.187
H 0.16 -1.78 2.31 0.188
H -1.28 -0.83 1.91 0.190
H 1.88 -0.65 0.03 0.181
H 2.45 0.74 0.99 0.192
H -0.34 -1.62 0.61 0.174
C -0.65 0.25 -1.68 0.773
N -0.12 1.52 -1.52 -0.861
N -2.01 0.19 -1.52 -0.849
O 0.04 -0.71 -1.92 -0.643
H -2.40 -0.73 -1.43 0.407
H -0.72 2.32 -1.64 0.385
H 0.83 1.63 -1.83 0.407
H -2.50 0.94 -1.07 0.385
```

Calculated values
energy relative to the best compared isomer or geometry (same formula, charge and spin): 0.153 eV
HOMO-LUMO gap: 9.109 eV
SMILES string: NC(N)=O.CNC

***

A structure of composition C36H43ClN3O10RbSi2Te, computed with ωB97M-V/def2-TZVPD.

```
97
Properties=species:S:1:pos:R:3:lowdin_charge:R:1
Rb -0.29 -0.47 0.30 0.872
O 1.18 0.29 4.04 0.041
C 1.50 0.85 2.85 -0.506
O 2.35 0.43 2.11 0.103
C 0.64 2.04 2.52 -0.205
C -0.02 2.77 3.50 -0.007
C -0.88 3.78 3.10 -0.056
C -1.09 3.98 1.75 0.003
C -0.40 3.20 0.83 -0.166
N 0.47 2.27 1.22 0.123
C -0.66 3.36 -0.68 -0.637
O -1.39 4.31 -1.00 -0.009
O -0.11 2.50 -1.41 -0.252
H 0.75 -0.58 3.80 0.085
H 0.14 2.53 4.55 0.110
H -1.41 4.37 3.84 0.099
H -1.78 4.72 1.37 0.111
O -5.73 -3.03 -2.84 0.080
C -4.71 -3.66 -3.33 -0.543
O -4.81 -4.59 -4.11 0.018
C -3.35 -3.19 -2.89 -0.047
C -2.16 -3.72 -3.34 -0.577
Cl -1.86 -5.02 -4.41 0.777
N -1.14 -3.06 -2.72 -0.075
N -1.62 -2.14 -1.87 0.129
C -2.94 -2.19 -1.96 -0.110
C -3.75 -1.23 -1.10 -0.592
O -5.00 -1.22 -1.32 0.000
O -3.14 -0.54 -0.28 -0.060
C 0.27 -3.23 -2.84 -0.194
C 0.86 -3.32 -4.09 -0.053
C 2.23 -3.47 -4.18 -0.086
C 3.01 -3.51 -3.04 -0.111
C 2.41 -3.39 -1.79 -0.064
C 1.03 -3.25 -1.68 -0.001
H -5.45 -2.27 -2.12 0.049
H 0.25 -3.25 -4.99 0.097
H 2.70 -3.54 -5.16 0.100
H 4.09 -3.61 -3.11 0.099
H 3.01 -3.39 -0.89 0.113
H 0.56 -3.18 -0.71 0.075
C 5.62 2.46 -2.49 -0.199
Si 5.38 0.59 -2.50 0.362
C 6.65 -0.11 -3.71 -0.196
C 5.79 -0.12 -0.81 -0.177
C 3.67 0.11 -2.99 -0.578
Te 2.06 1.19 -1.95 1.289
C 0.71 0.69 -3.54 -0.554
Si 0.70 1.92 -4.96 0.407
C -0.62 1.35 -6.18 -0.191
C 0.34 3.68 -4.44 -0.172
C 2.34 1.95 -5.89 -0.198
H 6.58 2.74 -2.05 0.022
H 4.82 2.95 -1.93 0.005
H 5.59 2.84 -3.52 0.025
H 7.67 0.14 -3.39 0.020
H 6.51 0.30 -4.72 0.021
H 6.57 -1.20 -3.78 0.018
H 6.74 0.27 -0.43 0.023
H 5.88 -1.21 -0.88 0.025
H 5.01 0.10 -0.08 0.030
H 3.52 -0.96 -2.80 -0.024
H 3.52 0.28 -4.05 -0.015
H -0.28 0.67 -3.09 0.007
H 0.98 -0.32 -3.87 0.000
H -1.57 1.19 -5.66 0.030
H -0.34 0.40 -6.66 0.020
H -0.78 2.09 -6.97 0.018
H -0.23 3.69 -3.50 0.015
H -0.24 4.20 -5.21 0.024
H 1.26 4.23 -4.27 0.029
H 2.61 0.97 -6.29 0.024
H 3.14 2.29 -5.24 0.013
H 2.27 2.65 -6.73 0.024
C -3.67 -5.56 6.31 -0.070
C -2.85 -4.82 5.28 -0.285
C -1.51 -5.13 5.08 -0.026
C -0.74 -4.44 4.14 -0.205
C 0.70 -4.80 3.92 -0.035
C -1.33 -3.40 3.42 -0.052
C -2.67 -3.06 3.61 -0.188
C -3.31 -1.95 2.83 -0.014
C -3.41 -3.79 4.54 -0.018
C -0.49 -2.64 2.40 -0.664
O -0.15 -3.23 1.36 -0.031
O -0.19 -1.44 2.70 -0.192
H -3.20 -6.50 6.60 0.065
H -4.67 -5.79 5.92 0.071
H -3.81 -4.95 7.21 0.073
H -1.06 -5.94 5.64 0.104
H 1.01 -5.60 4.59 0.067
H 1.35 -3.94 4.09 0.088
H 0.86 -5.11 2.89 0.081
H -3.35 -2.18 1.76 0.084
H -2.73 -1.03 2.92 0.084
H -4.33 -1.77 3.17 0.078
H -4.46 -3.55 4.68 0.111
```

Calculated values
energy relative to the best compared isomer or geometry (same formula, charge and spin): 0.852 eV
charge: -2
HOMO-LUMO gap: 6.537 eV

***

An isolated molecule of CH3BrOS, computed with ωB97M-V/def2-TZVPD.

```
7
Properties=species:S:1:pos:R:3:nbo_charge:R:1
C -0.05 -0.02 0.23 -0.226
O -0.83 -0.70 1.22 -0.675
S -2.40 -1.07 1.22 0.572
Br -3.31 1.25 1.66 -0.255
H -0.80 0.41 -0.36 0.193
H 0.49 -0.84 -0.28 0.197
H 0.43 0.66 0.75 0.195
```

Calculated values
energy relative to the best compared isomer or geometry (same formula, charge and spin): 1.229 eV
HOMO-LUMO gap: 7.748 eV
SMILES string: COSBr

***

A cluster of 10 separate species, C31H60N2O11S3 in total, computed with ωB97M-V/def2-TZVPD.

```
107
Properties=species:S:1:pos:R:3:lowdin_charge:R:1
C 1.96 2.54 -3.68 -0.027
C 0.82 2.21 -4.60 -0.492
O 1.03 1.88 -5.74 0.072
C -0.58 2.16 -4.01 -0.017
H 2.92 2.21 -4.05 0.078
H 1.76 2.20 -2.66 0.057
H 2.06 3.62 -3.46 0.095
H -1.12 1.38 -4.54 0.067
H -1.06 3.13 -4.12 0.096
H -0.52 1.87 -2.97 0.033
C -1.31 -3.32 0.42 -0.005
C -1.69 -3.25 1.87 -0.529
O -1.26 -2.39 2.59 0.064
C -2.66 -4.26 2.36 -0.018
H -0.56 -2.56 0.21 0.037
H -2.20 -3.05 -0.17 0.080
H -0.91 -4.28 0.10 0.099
H -2.00 -5.13 2.57 0.106
H -3.35 -4.61 1.59 0.082
H -3.13 -4.02 3.30 0.083
C -0.88 3.97 1.52 -0.010
C -0.77 4.40 0.08 -0.486
O -1.43 5.30 -0.36 0.074
C 0.23 3.71 -0.83 -0.015
H -1.52 3.08 1.58 0.069
H -1.40 4.80 1.99 0.085
H 0.07 3.66 1.97 0.066
H -0.17 3.67 -1.84 0.056
H 0.51 2.69 -0.58 0.052
H 1.15 4.30 -0.91 0.093
C -3.90 -0.29 0.78 -0.010
C -4.23 1.18 0.66 -0.505
O -3.46 1.93 0.18 0.078
C -5.65 1.65 0.96 -0.009
H -2.98 -0.49 1.33 0.066
H -3.75 -0.68 -0.23 0.086
H -4.71 -0.83 1.26 0.076
H -6.32 0.80 1.10 0.070
H -5.97 2.21 0.09 0.086
H -5.61 2.26 1.86 0.088
C 5.24 0.72 1.82 -0.004
C 4.17 1.57 1.20 -0.515
O 3.42 1.08 0.42 0.069
C 4.19 3.04 1.45 -0.003
H 6.18 0.93 1.29 0.097
H 5.00 -0.32 1.63 0.077
H 5.43 0.93 2.86 0.083
H 3.48 3.53 0.79 0.075
H 5.19 3.46 1.29 0.088
H 3.97 3.19 2.51 0.088
C 0.05 0.23 0.82 -0.052
C -0.34 -0.11 -0.54 -0.279
N -0.67 -0.37 -1.60 0.195
H 0.51 -0.63 1.30 0.056
H -0.87 0.48 1.35 0.075
H 0.79 1.03 0.84 0.056
C 2.33 -2.18 3.05 -0.052
C 1.99 -2.53 4.42 -0.280
N 1.72 -2.83 5.49 0.142
H 2.22 -1.11 2.89 0.067
H 1.62 -2.61 2.36 0.064
H 3.33 -2.55 2.83 0.091
C 3.29 -2.19 -3.78 -0.227
C 2.68 -0.81 -3.51 -0.205
C 2.96 -0.50 -2.03 -0.224
S 3.01 -2.12 -1.21 0.681
O 1.89 -2.26 -0.32 -0.336
O 4.37 -2.35 -0.79 -0.330
C 2.75 -3.11 -2.71 -0.214
H 4.38 -2.15 -3.71 0.121
H 3.06 -2.59 -4.77 0.120
H 1.60 -0.81 -3.66 0.113
H 3.18 -0.11 -4.17 0.107
H 2.12 0.07 -1.65 0.056
H 3.92 -0.05 -1.83 0.096
H 1.66 -3.19 -2.76 0.104
H 3.24 -4.07 -2.56 0.107
C -0.13 2.17 6.88 -0.206
C -0.83 0.96 6.26 -0.222
C 0.24 0.11 5.60 -0.229
S 1.34 1.32 4.82 0.647
O 0.91 1.54 3.45 -0.336
O 2.70 0.94 5.01 -0.320
C 0.85 2.71 5.83 -0.225
H 0.42 1.89 7.77 0.120
H -0.88 2.93 7.11 0.115
H -1.56 1.27 5.51 0.120
H -1.39 0.39 7.00 0.118
H -0.03 -0.61 4.84 0.092
H 0.84 -0.37 6.38 0.100
H 0.36 3.41 5.15 0.103
H 1.70 3.26 6.22 0.107
C -3.56 -1.53 -5.71 -0.226
C -3.21 -1.10 -4.30 -0.221
C -3.13 -2.37 -3.47 -0.233
S -2.48 -3.64 -4.56 0.656
O -3.46 -4.70 -4.59 -0.323
O -1.09 -3.89 -4.29 -0.323
C -2.63 -2.68 -6.06 -0.234
H -3.48 -0.77 -6.48 0.118
H -4.58 -1.93 -5.80 0.122
H -3.89 -0.37 -3.88 0.118
H -2.22 -0.63 -4.34 0.097
H -4.15 -2.66 -3.19 0.106
H -2.51 -2.35 -2.57 0.070
H -2.97 -3.32 -6.87 0.106
H -1.63 -2.34 -6.33 0.107
```

Calculated values
energy relative to the best compared isomer or geometry (same formula, charge and spin): 0.000 eV
HOMO-LUMO gap: 9.728 eV
SMILES string: O=S1(=O)CCCC1.O=S1(=O)CCCC1.O=S1(=O)CCCC1.CC(C)=O.CC(C)=O.CC(C)=O.CC(C)=O.CC(C)=O.CC#N.CC#N

***

A structure of composition C50H50N6O4PtS6Te, computed with ωB97M-V/def2-TZVPD.

```
118
Properties=species:S:1:pos:R:3:lowdin_charge:R:1
Pt -0.31 -0.04 0.07 0.980
N 0.42 0.62 3.25 0.020
N 1.06 1.86 3.18 -0.044
C 0.93 2.62 2.03 -0.461
N 1.25 3.93 2.20 0.173
N 0.50 2.06 0.95 0.024
N 0.39 2.73 -0.24 -0.438
O -0.27 1.99 -1.15 -0.315
O 0.88 3.89 -0.52 -0.085
H -0.56 0.71 3.52 0.092
H 0.91 0.03 3.90 0.081
H 1.02 2.43 4.01 0.132
H 1.86 4.17 2.96 0.104
H 1.35 4.42 1.31 0.086
C -0.47 -5.15 3.01 -0.359
S 1.32 -5.25 2.77 0.876
C 1.55 -4.65 1.16 -0.973
C 1.05 -3.47 0.59 -1.039
S 0.26 -2.28 1.44 0.772
S 1.44 -3.27 -1.11 0.935
C 2.51 -4.61 -1.27 -1.479
S 3.37 -4.93 -2.60 0.660
S 2.58 -5.60 0.16 0.960
H -0.64 -5.64 3.97 0.043
H -0.98 -5.71 2.23 0.051
H -0.82 -4.13 3.05 -0.006
O 1.78 -0.37 -0.49 -0.693
S 2.68 0.11 0.67 1.002
C 3.84 -1.22 0.94 -0.376
C 4.24 -1.45 2.25 -0.076
C 5.12 -2.49 2.51 -0.062
C 5.57 -3.29 1.47 -0.060
C 5.17 -3.05 0.16 -0.077
C 4.29 -2.01 -0.11 -0.089
C 3.76 1.30 -0.08 -0.371
C 3.90 1.35 -1.46 -0.052
C 4.75 2.29 -2.01 -0.051
C 5.44 3.17 -1.19 -0.062
C 5.28 3.13 0.19 -0.066
C 4.43 2.19 0.75 -0.082
H 3.87 -0.82 3.05 0.110
H 5.44 -2.68 3.53 0.112
H 6.25 -4.11 1.68 0.114
H 5.53 -3.67 -0.64 0.104
H 3.97 -1.81 -1.13 0.108
H 3.32 0.67 -2.09 0.116
H 4.87 2.35 -3.09 0.113
H 6.10 3.91 -1.63 0.110
H 5.80 3.83 0.82 0.109
H 4.28 2.14 1.83 0.111
C -5.88 8.05 -2.99 -0.039
C -5.22 6.80 -2.45 -0.248
C -5.91 5.93 -1.61 -0.007
C -5.32 4.78 -1.11 -0.284
C -6.16 3.87 -0.24 -0.051
C -3.99 4.51 -1.46 -0.377
Te -3.06 2.72 -0.74 1.838
N -2.22 0.40 0.39 -0.082
C -2.30 -0.81 -0.14 -0.433
O -2.88 -2.32 1.79 0.111
C -3.01 -1.34 -1.38 -0.192
C -2.42 -2.70 -1.72 -0.096
C -2.92 -3.27 -2.98 -0.022
C -3.86 -2.66 -3.72 -0.056
C -4.28 -1.30 -3.44 -0.057
C -3.80 -0.64 -2.38 -0.025
C -3.40 3.14 1.30 -0.381
C -2.81 4.29 1.84 -0.278
C -2.00 5.27 1.03 -0.052
C -3.02 4.55 3.19 -0.004
C -3.78 3.71 4.00 -0.251
C -4.00 4.01 5.45 -0.040
C -4.33 2.57 3.42 -0.009
C -4.16 2.26 2.08 -0.305
C -4.81 0.99 1.56 -0.072
C -3.28 5.34 -2.33 -0.306
C -1.87 5.05 -2.76 -0.059
C -3.92 6.48 -2.81 -0.006
H -6.93 8.09 -2.71 0.077
H -5.81 8.08 -4.08 0.086
H -5.39 8.94 -2.60 0.088
H -6.94 6.15 -1.36 0.121
H -7.22 4.12 -0.35 0.085
H -5.90 3.97 0.82 0.083
H -6.04 2.82 -0.51 0.063
H -1.39 -2.91 -1.47 0.103
H -2.49 -4.21 -3.31 0.120
H -4.22 -3.14 -4.62 0.110
H -4.90 -0.79 -4.16 0.110
H -3.97 0.42 -2.25 0.049
H -1.38 4.78 0.27 0.034
H -1.32 5.82 1.68 0.084
H -2.64 5.98 0.52 0.093
H -2.57 5.44 3.62 0.122
H -3.46 4.91 5.76 0.077
H -3.68 3.18 6.08 0.084
H -5.07 4.18 5.65 0.088
H -4.93 1.90 4.04 0.132
H -5.86 0.97 1.86 0.096
H -4.33 0.11 1.99 0.081
H -4.77 0.90 0.48 0.022
H -1.63 3.99 -2.80 0.044
H -1.15 5.51 -2.08 0.085
H -1.68 5.46 -3.75 0.088
H -3.37 7.14 -3.48 0.128
C -2.80 -2.06 0.62 -0.341
C -3.44 -2.64 -0.59 -0.151
C -4.70 -3.42 -0.55 -0.159
C -4.64 -4.79 -0.32 -0.017
C -5.81 -5.52 -0.17 -0.070
C -7.04 -4.88 -0.23 -0.080
C -7.10 -3.51 -0.45 -0.069
C -5.93 -2.78 -0.61 -0.015
H -3.68 -5.29 -0.28 0.121
H -5.76 -6.59 0.01 0.106
H -7.96 -5.44 -0.09 0.106
H -8.06 -3.01 -0.51 0.106
H -5.97 -1.71 -0.79 0.113
```

Calculated values
energy relative to the best compared isomer or geometry (same formula, charge and spin): 0.209 eV
charge: +1
⟨S²⟩: 8.8066
HOMO-LUMO gap (spin up / spin down): 5.857 / 5.648 eV
spin multiplicity: 6

***

A structure of composition C7H15NOS, computed with ωB97M-V/def2-TZVPD.

```
25
Properties=species:S:1:pos:R:3:nbo_charge:R:1
C -3.06 -0.24 0.73 -0.404
C -2.75 -1.10 -0.48 -0.412
C -1.65 -0.74 0.48 -0.502
C 2.25 1.34 -0.53 -0.733
C 1.84 -0.09 1.57 -0.721
C 1.72 -1.08 -0.85 -0.680
C 1.74 0.10 0.08 0.200
N -0.92 0.86 -1.64 -1.243
O -0.79 1.66 0.82 -0.992
S -0.62 0.60 -0.14 1.780
H -3.10 0.82 0.69 0.228
H -3.68 -0.70 1.43 0.215
H -3.34 -2.08 -0.45 0.224
H -2.77 -0.61 -1.48 0.256
H -1.09 -1.31 1.19 0.237
H 2.03 2.24 -0.02 0.239
H 3.39 1.39 -0.65 0.238
H 1.70 1.50 -1.54 0.256
H 2.82 0.27 1.99 0.246
H 1.35 -1.08 1.71 0.224
H 1.20 0.65 2.04 0.263
H 1.08 -1.80 -0.38 0.212
H 1.26 -0.78 -1.76 0.256
H 2.86 -1.49 -0.79 0.214
H -1.46 1.65 -2.01 0.402
```

Calculated values
energy relative to the best compared isomer or geometry (same formula, charge and spin): 6.056 eV
HOMO-LUMO gap: 8.248 eV

***

Calculated largest force on an atom, 2.9, 6.6, 6.1, 0.4, 1.1, 5.6, 2.6, 0.8, 3.5 eV/Å (same order as the records).
Calculated total energy, -17646.497, -10978.315, -18398.596, -9807.849, -99210.828, -84008.840, -91127.137, -145327.463, -21870.194 eV (same order as the records).